Entry 1:
{"formula": "C45H47KN5Si2", "method": "the ωB97M-V functional and the def2-TZVPD basis", "e_above_lowest_kj_mol": 30.66, "spin_multiplicity": 1, "orbital_gap_ev": 4.57, "e_homo_ev": -2.77, "energy_ev": -86962.02135, "total_charge": -1, "symbols": ["K", "C", "N", "C", "C", "C", "C", "C", "C", "N", "C", "C", "C", "C", "C", "C", "N", "C", "C", "C", "C", "C", "N", "H", "H", "H", "H", "H", "H", "H", "H", "H", "H", "H", "H", "H", "H", "H", "H", "H", "H", "C", "C", "C", "C", "C", "C", "Si", "C", "C", "C", "C", "C", "C", "C", "C", "C", "C", "C", "C", "H", "H", "H", "H", "H", "H", "H", "H", "H", "H", "H", "H", "H", "H", "H", "C", "Si", "C", "C", "N", "C", "C", "C", "C", "C", "C", "H", "H", "H", "H", "H", "H", "H", "H", "H", "H", "H", "H", "H", "H"], "positions_angstrom": [[-0.07830, -0.20741, 0.05381], [-3.36234, 1.19230, -0.38608], [-2.33573, 1.48367, 0.61776], [-2.31087, 2.91396, 0.92150], [-0.94079, 3.57978, 0.86219], [-0.85851, 4.96882, 0.93823], [0.38992, 5.56375, 0.95049], [1.51834, 4.75879, 0.89755], [1.33890, 3.38814, 0.81013], [0.13533, 2.81197, 0.77980], [-2.52708, 0.65196, 1.81192], [-1.49633, 0.90633, 2.89232], [-1.86027, 1.32062, 4.16648], [-0.86539, 1.51666, 5.11398], [0.45377, 1.30368, 4.75647], [0.72576, 0.89023, 3.45910], [-0.22665, 0.69459, 2.55274], [-3.38009, -0.23880, -0.88469], [-4.54401, -0.99240, -0.83203], [-4.54629, -2.25964, -1.39866], [-3.38576, -2.73576, -1.97403], [-2.25370, -1.93095, -1.94763], [-2.25435, -0.69962, -1.43574], [-3.16281, 1.83152, -1.24893], [-4.36821, 1.44245, -0.00962], [-2.72947, 3.09934, 1.92000], [-2.96561, 3.44270, 0.22496], [-1.76007, 5.56886, 0.99196], [0.48151, 6.64164, 1.00581], [2.51731, 5.17404, 0.92121], [2.18798, 2.71046, 0.77262], [-2.44112, -0.39662, 1.50736], [-3.53727, 0.79436, 2.23002], [-2.90184, 1.48736, 4.41197], [-1.12150, 1.83326, 6.11767], [1.26066, 1.44774, 5.46287], [1.74566, 0.71958, 3.12290], [-5.43146, -0.58942, -0.36044], [-5.44232, -2.86738, -1.37437], [-3.33755, -3.72306, -2.41311], [-1.31092, -2.28237, -2.35372], [5.11922, -4.27193, 1.06577], [3.95822, -3.73085, 1.60239], [3.51611, -2.48181, 1.18529], [4.22444, -1.70690, 0.25692], [5.40167, -2.27174, -0.25139], [5.83716, -3.53660, 0.13140], [3.45541, 0.00606, -0.13284], [4.07421, 0.73069, -1.79944], [4.84984, 0.07759, -2.76843], [5.09131, 0.63280, -4.02321], [4.57377, 1.87675, -4.35481], [3.79646, 2.54936, -3.41864], [3.54363, 1.97490, -2.18113], [4.36517, 1.09031, 1.17790], [4.44409, 0.67541, 2.52078], [4.92402, 1.50136, 3.52844], [5.35270, 2.79457, 3.24111], [5.31088, 3.22857, 1.92256], [4.83544, 2.39136, 0.91740], [5.45747, -5.25668, 1.36799], [3.37758, -4.29661, 2.32470], [2.57199, -2.10207, 1.56713], [6.01654, -1.71110, -0.94508], [6.74688, -3.94540, -0.29671], [5.25468, -0.90436, -2.56368], [5.68742, 0.08499, -4.74562], [4.75540, 2.30650, -5.33315], [3.36601, 3.51524, -3.66252], [2.88963, 2.49831, -1.48836], [4.11892, -0.32978, 2.78088], [4.97230, 1.13284, 4.54840], [5.72907, 3.44057, 4.02608], [5.66422, 4.22482, 1.67224], [4.83499, 2.75525, -0.10542], [0.08380, -5.52936, 1.49319], [-0.38626, -3.71705, 1.21784], [0.10650, -2.90211, 2.85673], [-2.28200, -3.71201, 1.20537], [0.15418, -2.82502, -0.09486], [1.07729, -3.06026, -1.06905], [1.87749, -4.23152, -1.16589], [2.79157, -4.41047, -2.18853], [2.97142, -3.44843, -3.18325], [2.20354, -2.29253, -3.12014], [1.28434, -2.10306, -2.09836], [-0.45787, -5.93588, 2.35318], [1.15629, -5.62435, 1.69408], [-0.14426, -6.15055, 0.62028], [-0.54632, -3.20606, 3.68408], [0.07582, -1.81219, 2.78386], [1.13240, -3.18199, 3.12211], [-2.70259, -4.11389, 2.13534], [-2.65768, -4.31748, 0.37420], [-2.67328, -2.69613, 1.06722], [1.78655, -4.98485, -0.39294], [3.39266, -5.31421, -2.20433], [3.69923, -3.59218, -3.97214], [2.33643, -1.51336, -3.86335], [0.70454, -1.18626, -2.07583]], "forces_ev_per_a": [[0.78, 0.41, -0.10], [0.10, -0.10, 0.03], [-0.22, -0.02, 0.07], [0.14, -0.03, -0.05], [-0.02, -0.07, 0.06], [-0.05, 0.01, 0.04], [0.01, 0.01, -0.01], [0.02, 0.00, 0.01], [0.00, -0.05, 0.01], [-0.01, 0.05, -0.21], [0.09, 0.09, -0.03], [-0.03, 0.07, -0.03], [-0.02, 0.06, 0.00], [-0.03, 0.00, 0.01], [0.03, 0.02, 0.00], [-0.01, 0.06, -0.10], [-0.06, -0.22, 0.49], [0.00, 0.07, -0.05], [0.00, 0.00, 0.01], [-0.04, 0.01, 0.03], [0.02, -0.02, 0.00], [0.05, 0.08, 0.00], [-0.28, -0.08, -0.15], [-0.01, 0.02, 0.01], [-0.03, 0.00, 0.01], [-0.01, 0.02, 0.01], [-0.02, 0.01, -0.01], [0.00, -0.02, 0.00], [0.00, 0.00, 0.00], [-0.01, -0.02, 0.00], [-0.04, 0.02, -0.02], [-0.12, 0.01, 0.05], [-0.01, -0.03, 0.04], [0.00, -0.02, -0.02], [0.00, 0.00, -0.01], [0.00, 0.00, -0.03], [-0.04, -0.02, 0.02], [0.00, 0.00, 0.00], [0.00, 0.00, 0.00], [0.02, 0.02, 0.01], [-0.03, 0.01, 0.04], [-0.04, 0.06, 0.00], [0.04, 0.00, -0.02], [0.02, -0.02, -0.04], [0.16, -0.12, -0.10], [0.00, -0.02, 0.13], [-0.04, 0.06, 0.00], [-0.49, 0.20, 0.29], [0.14, -0.17, -0.18], [-0.05, 0.08, -0.07], [-0.02, 0.01, 0.09], [-0.01, -0.04, 0.03], [-0.02, 0.00, 0.02], [0.07, -0.04, 0.00], [0.26, 0.24, 0.00], [-0.04, 0.03, -0.04], [0.00, 0.01, -0.03], [-0.01, -0.06, -0.04], [-0.02, -0.03, -0.01], [-0.03, -0.09, 0.08], [0.00, 0.01, -0.01], [0.01, 0.02, -0.01], [0.01, -0.02, -0.02], [-0.01, 0.00, 0.02], [-0.02, 0.01, 0.01], [-0.04, 0.00, -0.01], [-0.02, 0.00, 0.01], [0.01, 0.01, 0.01], [0.01, -0.01, 0.00], [-0.01, 0.00, -0.03], [0.03, 0.04, -0.01], [-0.01, -0.01, -0.01], [-0.02, -0.01, -0.01], [-0.01, -0.03, -0.01], [0.02, 0.02, 0.04], [0.13, -0.13, -0.24], [-0.10, 0.17, 0.18], [0.02, 0.01, 0.07], [-0.09, 0.00, 0.05], [0.22, -0.50, -0.18], [-0.29, -0.05, 0.10], [0.06, 0.11, -0.11], [-0.04, 0.07, 0.03], [-0.04, -0.02, 0.05], [0.00, -0.01, 0.08], [0.03, -0.15, -0.03], [-0.01, 0.04, -0.01], [-0.07, -0.02, 0.00], [0.01, 0.01, 0.07], [0.04, -0.01, -0.05], [-0.01, -0.03, 0.03], [-0.05, 0.05, -0.01], [0.04, 0.03, -0.06], [0.00, 0.03, 0.04], [0.01, -0.07, 0.00], [0.01, 0.01, -0.05], [0.00, 0.00, 0.02], [0.00, 0.01, 0.00], [-0.01, 0.00, 0.01], [0.08, -0.05, -0.19]]}

Entry 2:
{"formula": "C45H47MgN8P2Se2", "method": "the ωB97M-V functional and the def2-TZVPD basis", "e_above_lowest_kj_mol": 139.18, "spin_multiplicity": 1, "orbital_gap_ev": 4.47, "e_homo_ev": -2.45, "energy_ev": -214066.09122, "total_charge": -1, "symbols": ["Mg", "C", "C", "N", "C", "C", "C", "C", "C", "C", "C", "N", "C", "C", "N", "N", "H", "H", "H", "H", "H", "H", "H", "H", "H", "H", "H", "H", "H", "H", "H", "H", "H", "H", "Se", "P", "C", "C", "C", "C", "C", "C", "C", "C", "C", "C", "C", "C", "C", "C", "N", "N", "N", "P", "Se", "C", "C", "C", "C", "C", "C", "C", "C", "C", "C", "C", "C", "H", "H", "H", "H", "H", "H", "H", "H", "H", "H", "H", "H", "H", "H", "H", "H", "H", "H", "H", "H", "C", "C", "C", "C", "C", "C", "C", "C", "N", "H", "H", "H", "H", "H", "H", "H", "H", "H"], "positions_angstrom": [[-12.61779, 2.28613, 15.38571], [-13.35450, -0.85115, 14.82099], [-14.38496, 0.02296, 14.06046], [-14.66190, 1.32198, 14.69881], [-15.64848, 1.34038, 15.78828], [-14.98440, 1.12331, 17.12097], [-15.64289, 0.75971, 18.30241], [-15.01311, 0.78784, 19.48814], [-13.67463, 1.11397, 19.53577], [-13.00613, 1.36235, 18.34164], [-11.50778, 1.84705, 18.26344], [-10.85794, 1.57798, 16.96532], [-10.29092, 0.29386, 16.59813], [-11.39859, -0.68974, 16.18551], [-12.17191, -0.13903, 15.10498], [-13.68736, 1.44310, 17.19946], [-13.12684, -1.84519, 14.40013], [-13.86990, -1.06722, 15.76203], [-15.32617, -0.61744, 14.07719], [-14.15105, 0.14205, 13.01976], [-14.74676, 2.06331, 14.03194], [-16.39182, 0.59532, 15.52247], [-16.09218, 2.40830, 15.87692], [-16.67433, 0.50681, 18.26362], [-15.56493, 0.51152, 20.41758], [-13.17759, 1.09132, 20.51970], [-10.96421, 1.45980, 19.08405], [-11.54951, 2.87435, 18.31888], [-10.26027, 2.37416, 16.69313], [-9.68364, -0.10620, 17.41748], [-9.75126, 0.58095, 15.71881], [-12.11911, -0.83616, 17.02174], [-11.04072, -1.69585, 16.05159], [-11.53143, 0.03980, 14.28901], [-11.54897, 8.58260, 18.54231], [-12.15854, 6.78929, 19.36542], [-13.54732, 6.87335, 20.55551], [-14.20719, 5.71772, 21.05752], [-15.16409, 5.83077, 21.98958], [-15.48076, 7.12426, 22.50876], [-14.83233, 8.20340, 22.06725], [-13.86340, 8.12544, 21.06602], [-11.04870, 5.82862, 20.41483], [-10.08087, 6.49744, 21.17729], [-9.37410, 5.71210, 22.11666], [-9.64376, 4.35118, 22.32293], [-10.57213, 3.69890, 21.45303], [-11.27606, 4.44221, 20.55930], [-12.59587, 5.63622, 18.10201], [-11.95792, 5.08573, 16.94568], [-12.85720, 4.24836, 16.41032], [-14.02995, 4.34822, 17.04242], [-13.87940, 5.16901, 18.04344], [-10.51523, 5.23998, 15.80412], [-10.45245, 2.10446, 13.54106], [-10.78824, 6.91689, 15.01159], [-9.71203, 7.40919, 14.23487], [-9.86454, 8.64509, 13.60284], [-11.07613, 9.28203, 13.59228], [-12.20216, 8.69278, 14.18711], [-12.05306, 7.52279, 14.90331], [-9.07093, 5.42567, 16.92753], [-8.78777, 6.48935, 17.80245], [-7.63448, 6.36924, 18.61118], [-6.79211, 5.24992, 18.51181], [-7.11145, 4.16642, 17.69640], [-8.27844, 4.24078, 16.93076], [-14.14814, 4.77937, 20.60538], [-15.74679, 5.01177, 22.28932], [-16.28648, 7.15842, 23.20053], [-15.06252, 9.23065, 22.41396], [-13.35635, 8.99051, 20.69477], [-9.86635, 7.52617, 20.92669], [-8.60445, 6.09594, 22.78489], [-9.03183, 3.76223, 22.99490], [-10.56063, 2.62036, 21.48933], [-11.93479, 4.00716, 19.88186], [-8.80781, 6.82430, 14.16958], [-9.03222, 9.03119, 13.03722], [-11.09969, 10.11794, 12.88394], [-13.21423, 9.12598, 14.06118], [-12.84231, 7.03337, 15.42024], [-9.33991, 7.37797, 17.62922], [-7.39081, 7.16689, 19.29053], [-5.89266, 5.24620, 19.08017], [-6.49901, 3.29677, 17.64285], [-8.49816, 3.43585, 16.28281], [-13.97227, 4.80933, 13.44822], [-13.96550, 3.83454, 12.31538], [-14.79313, 4.04979, 11.25522], [-14.68330, 3.21357, 10.12728], [-13.71175, 2.23381, 10.14407], [-12.77072, 2.07622, 11.13207], [-11.80539, 0.92049, 11.00501], [-12.95719, 2.79899, 12.36638], [-12.21957, 2.77587, 13.49978], [-14.78930, 5.50524, 13.24861], [-12.98914, 5.27171, 13.52236], [-14.13522, 4.32714, 14.43251], [-15.52348, 4.84821, 11.23389], [-15.27337, 3.34827, 9.24368], [-13.74561, 1.57299, 9.23044], [-12.41512, 0.15010, 10.39089], [-11.38452, 0.37822, 11.84708], [-10.89187, 1.01681, 10.33467]], "forces_ev_per_a": [[0.46, -0.48, 0.10], [-1.03, 0.14, 0.07], [-1.34, -1.36, 0.53], [0.68, -0.40, 0.63], [0.39, 1.61, -0.80], [0.90, 0.09, 1.26], [-0.94, 0.12, -2.14], [0.13, -0.36, 2.04], [1.05, -0.39, 0.77], [0.63, 1.06, 0.15], [-1.18, -2.73, -1.78], [-1.08, 1.57, 0.41], [-1.06, 0.11, 0.58], [-0.75, 0.69, 1.45], [1.52, 0.92, -0.45], [-0.04, -0.34, -0.58], [-0.55, 0.20, -0.53], [0.22, -0.10, 0.34], [0.66, 0.72, -0.15], [0.41, 0.46, -0.46], [-0.42, 0.27, -0.55], [-0.60, -0.03, 0.57], [0.48, -1.72, -0.39], [-0.78, -0.21, -0.13], [0.55, 0.35, -0.83], [0.03, 0.15, -0.72], [0.65, -0.52, 1.14], [-0.05, 2.34, 0.33], [-0.36, -0.79, 0.16], [0.22, -0.19, -0.21], [0.86, -0.44, -0.54], [0.37, 0.28, -0.06], [0.66, -0.59, -0.59], [-0.72, 0.05, 0.47], [0.27, 1.01, 0.17], [-0.53, -0.91, -0.06], [-0.10, 0.18, 0.04], [0.48, 1.28, -0.97], [-0.58, 2.64, 1.02], [-0.44, -2.75, -0.02], [0.59, 2.96, -0.39], [0.07, -1.55, 0.00], [0.82, 0.21, 0.81], [-0.12, -1.86, -0.06], [-0.15, -0.30, 0.72], [-0.63, 0.38, -1.90], [1.84, 0.37, 1.67], [0.80, 1.56, 0.06], [-1.05, -0.89, -2.04], [0.31, 0.39, 0.67], [-0.50, -0.53, -0.58], [0.93, 0.14, 0.43], [-0.20, 0.26, 1.08], [-0.43, 0.50, 0.05], [0.92, 0.04, 0.03], [0.58, -0.48, -0.50], [-1.15, 0.29, 1.04], [0.79, -1.35, 0.22], [-0.68, 0.21, -0.93], [-0.43, 0.63, -0.38], [1.44, -0.12, 0.34], [0.09, -0.95, 0.36], [1.81, -1.72, -0.90], [-0.61, -0.28, -0.83], [-0.97, 0.33, -0.07], [-1.10, 1.08, -0.01], [0.55, 1.72, 0.91], [0.81, -1.27, -0.82], [-0.57, -1.09, 0.40], [-0.47, 0.37, 0.64], [-0.07, -0.83, 0.03], [0.16, 0.41, -0.17], [0.09, 0.16, 0.34], [-0.10, 0.47, -0.40], [-0.12, 0.13, 0.12], [-0.57, -0.17, -0.08], [-1.15, -0.79, -0.85], [0.27, 0.11, 0.01], [0.09, 0.21, -0.11], [-0.60, 0.06, 0.68], [0.81, -0.19, 0.13], [-0.85, -0.03, 0.24], [-0.39, 0.70, 0.61], [0.20, 0.22, 0.12], [0.58, -0.08, 0.46], [0.47, -0.45, 0.00], [-0.42, -0.66, -0.80], [-0.58, -0.57, 0.41], [0.48, -0.08, 1.05], [-0.18, -0.94, -1.53], [0.04, 0.45, 0.84], [-0.53, -0.32, -2.10], [0.35, -0.64, 2.02], [-0.10, -2.26, -2.80], [0.53, 0.80, -1.21], [-0.40, -0.37, -0.22], [0.22, 0.37, 0.31], [-0.02, 0.27, 0.04], [-0.10, 0.38, -0.50], [0.05, 0.19, 0.24], [-0.45, 0.04, -0.20], [0.58, 0.50, 1.07], [0.86, 0.69, 0.88], [-0.59, 0.55, 0.34], [-0.97, 0.69, 0.73]]}